Entry 1:
The following is a DFT calculation (wB97M-V/def2-TZVPD) of C3H2Br2 as an isolated structure at a distorted geometry.

Positions of all 7 atoms, in Å:
C1 -1.6575 0.2504 0.6276
C2 -1.2362 -0.7682 -1.0116
C3 -0.2806 -0.1018 -0.1122
Br1 -2.6985 1.7429 0.0144
Br2 -2.5273 -1.5324 0.2176
H1 0.3321 0.7647 -0.5980
H2 0.5033 -0.6475 0.4734

Atoms 1-3, force components in eV/Å:
0.99 -0.10 -1.41
0.77 2.35 -0.57
1.17 0.08 -0.04

Summary:
* energy above the lowest of the compared OMol25 structures with the same formula, charge and spin: 93.9 kcal/mol
* total energy: -143221.105 eV
* HOMO energy (alpha / beta): -8.17 / -8.17 eV

Entry 2:
The following is a DFT calculation (wB97M-V/def2-TZVPD) of C3H2Br2ClF as an isolated structure at a distorted geometry.

Positions of all 9 atoms, in Å:
C1 1.0621 0.8018 0.2697
C2 4.3135 -0.4211 0.7498
C3 -0.3987 0.4094 0.2194
F1 3.5392 -0.4254 1.8364
Cl1 3.9149 0.9204 -0.2773
Br1 1.2749 2.6135 -0.1783
Br2 -1.7532 1.7742 0.5069
H1 -0.6524 0.1952 -0.7817
H2 -0.5946 -0.4225 0.9170

Atoms 1-3, force components in eV/Å:
-2.19 2.31 -0.08
-0.19 -0.48 0.81
1.03 -1.02 1.03

Summary:
* energy above the lowest of the compared OMol25 structures with the same formula, charge and spin: 74.1 kcal/mol
* <S²>: 2.0094
* total energy: -158460.903 eV
* HOMO energy (alpha / beta): -8.63 / -9.79 eV
* spin multiplicity: 3

Entry 3:
The following is a DFT calculation (wB97M-V/def2-TZVPD) of one molecule with the formula C3H2Br2P2 at a distorted geometry.

Positions of all 9 atoms, in Å:
C1 -0.6785 0.6251 0.4147
C2 -1.9026 1.0240 0.2600
C3 -3.0738 -1.2497 0.0991
P1 -1.8511 -2.3312 0.1253
P2 -0.1008 -1.0918 0.6562
Br1 -2.9818 2.4766 0.0784
Br2 -4.8735 -1.1189 -0.1055
H1 0.1707 1.2961 0.5321
H2 0.4665 -1.2354 -0.6221

Atoms 1-3, force components in eV/Å:
0.27 0.06 0.18
-1.40 -2.47 -0.20
1.48 2.24 0.17

Summary:
* energy above the lowest of the compared OMol25 structures with the same formula, charge and spin: 90.9 kcal/mol
* total energy: -161800.608 eV
* HOMO energy (alpha / beta): -8.10 / -8.28 eV

Entry 4:
The following is a DFT calculation (wB97M-V/def2-TZVPD) of one molecule with the formula C3H2BrClF2 at a distorted geometry.

Positions of all 9 atoms, in Å:
C1 1.0375 -0.4476 0.1530
C2 0.4920 0.9414 -0.0996
C3 -0.1452 0.0733 0.9543
F1 1.2773 2.0177 0.2520
F2 0.0060 1.2399 -1.2927
Cl1 -3.6537 -1.3718 -0.8077
Br1 -1.9192 -0.5102 0.8201
H1 0.9423 -1.3238 -0.6279
H2 1.9630 -0.6189 0.6484

Atoms 1-3, force components in eV/Å:
-1.06 -1.65 -1.32
2.09 0.18 0.69
-0.42 0.01 -2.28

Summary:
* energy above the lowest of the compared OMol25 structures with the same formula, charge and spin: 92.1 kcal/mol
* total energy: -91138.370 eV
* HOMO energy (alpha / beta): -10.53 / -10.15 eV

Entry 5:
The following is a DFT calculation (wB97M-V/def2-TZVPD) of C3H2BrClO as an isolated structure at a distorted geometry.

Positions of all 8 atoms, in Å:
C1 0.7674 -1.4135 0.0084
C2 0.9060 1.5938 0.0694
C3 1.6637 0.3527 0.0085
O1 1.3777 2.7335 -0.0837
Cl1 1.8018 -2.6696 -0.0368
Br1 3.5174 0.4012 -0.0314
H1 -0.3397 -1.5965 0.0698
H2 -0.1798 1.6304 0.1405

Atoms 1-3, force components in eV/Å:
0.83 5.29 0.16
0.30 1.82 -0.89
-2.50 -3.75 0.26

Summary:
* energy above the lowest of the compared OMol25 structures with the same formula, charge and spin: 97.7 kcal/mol
* total energy: -87750.528 eV
* HOMO energy (alpha / beta): -8.90 / -9.22 eV

Entry 6:
The following is a DFT calculation (wB97M-V/def2-TZVPD) of a 2-piece molecular cluster, C3H2BrF3 overall at a distorted geometry.

Positions of all 9 atoms, in Å:
F1 1.1030 1.3996 2.0431
C1 0.7877 0.4065 1.2814
F2 1.7640 0.4957 0.3886
F3 0.9856 -0.6709 1.9798
H1 -0.1017 0.6643 0.7501
C2 -0.6529 -0.1647 -2.1128
C3 -1.3713 -0.8103 -1.3931
Br1 -2.3220 -2.0101 -0.4288
H2 -0.1925 0.6899 -2.5082

Atoms 1-3, force components in eV/Å:
-0.53 2.75 2.99
1.91 1.29 -1.07
1.12 -1.15 -2.34

Summary:
* energy above the lowest of the compared OMol25 structures with the same formula, charge and spin: 46.7 kcal/mol
* SMILES: FC(F)F.C#CBr
* total energy: -81335.567 eV
* HOMO energy: -10.36 eV

Entry 7:
The following is a DFT calculation (wB97M-V/def2-TZVPD) of a 2-piece molecular cluster, C3H2BrFN2O overall at a distorted geometry.

Positions of all 10 atoms, in Å:
C1 -1.6938 1.7244 -0.7172
C2 -0.5373 -0.3415 0.0711
C3 -0.4942 1.1204 -0.3144
N1 -2.6913 2.1931 -1.0680
N2 0.5957 -1.0870 0.0334
O1 -1.6107 -0.7723 0.4245
F1 0.7266 1.6643 -0.6220
Br1 3.6238 -1.8549 1.9925
H1 1.5984 -0.6544 -0.1557
H2 0.4829 -1.9921 0.3557

Atoms 1-3, force components in eV/Å:
0.36 0.38 -0.06
0.25 0.94 0.19
1.39 -1.06 -0.41

Summary:
* energy above the lowest of the compared OMol25 structures with the same formula, charge and spin: 0.0 kcal/mol
* <S²>: 2.0180
* total energy: -80927.895 eV
* HOMO energy (alpha / beta): -9.89 / -10.91 eV
* spin multiplicity: 3

Entry 8:
The following is a DFT calculation (wB97M-V/def2-TZVPD) of a 2-piece molecular cluster, C3H2BrN3O2 overall at a distorted geometry.

Positions of all 11 atoms, in Å:
N1 -2.5490 -0.4357 -0.3898
C1 -1.8835 0.0936 0.3859
C2 -0.9461 0.6499 1.3106
N2 0.1468 0.0700 1.5250
O1 0.7419 -0.9656 1.2978
Br1 0.0173 -2.6077 0.3232
H1 -0.9762 1.7045 1.5819
C3 1.6970 -0.1492 -1.5885
N3 0.9923 0.7508 -1.5033
O2 0.0755 1.4531 -1.2107
H2 2.6840 -0.5637 -1.7321

Atoms 1-3, force components in eV/Å:
0.02 0.35 0.30
-0.67 -0.60 -0.39
-0.18 0.25 -0.93

Summary:
* energy above the lowest of the compared OMol25 structures with the same formula, charge and spin: 59.1 kcal/mol
* SMILES: N#C/C=N\OBr.C#[N+][O-]
* total energy: -81743.322 eV
* HOMO energy: -10.16 eV

Entry 9:
The following is a DFT calculation (wB97M-V/def2-TZVPD) of a 2-piece molecular cluster, C3H2BrNO2 overall at a distorted geometry.

Positions of all 9 atoms, in Å:
O1 -1.4008 2.2875 -1.5791
C1 -1.3529 1.4634 -0.7572
N1 -0.9641 0.5296 -0.0543
Br1 -2.1779 -0.3790 1.0632
C2 1.3625 -0.7441 0.8069
C3 0.8081 -0.7455 -0.4073
O2 0.5239 -0.9607 -1.5468
H1 0.8279 -1.0259 1.6762
H2 2.3734 -0.4253 0.7986

Atoms 1-3, force components in eV/Å:
-0.49 -0.25 0.80
0.90 0.02 -1.08
-2.32 0.73 0.98

Summary:
* energy above the lowest of the compared OMol25 structures with the same formula, charge and spin: 52.4 kcal/mol
* SMILES: O=C=NBr.C=C=O
* total energy: -78767.834 eV
* HOMO energy: -8.89 eV

Entry 10:
The following is a DFT calculation (wB97M-V/def2-TZVPD) of a 2-piece molecular cluster, C3H2Cl2 overall at a distorted geometry.

Positions of all 7 atoms, in Å:
C1 0.0432 -0.2361 -0.4435
C2 -0.5988 0.2672 0.4369
C3 3.4489 0.2364 0.6948
Cl1 2.8004 1.4877 -0.2135
Cl2 3.4797 -1.2720 -0.0477
H1 0.8070 -0.6350 -1.0248
H2 -1.3662 0.7052 1.0092

Atoms 1-3, force components in eV/Å:
-0.27 0.50 1.24
-0.29 -0.29 -0.95
-0.44 -0.15 -1.13

Summary:
* energy above the lowest of the compared OMol25 structures with the same formula, charge and spin: 0.0 kcal/mol
* <S²>: 2.0072
* total energy: -28181.904 eV
* HOMO energy (alpha / beta): -8.36 / -10.66 eV
* spin multiplicity: 3